ORCA calculation (ωB97M-V/def2-TZVPD) on a structure of composition C37H43CuN7O2S2Se.

Calculated values
Kohn-Sham gap (spin up / spin down) (eV): 5.93 / 5.62
HOMO level (spin up / spin down) (eV): -6.257 / -6.186
2S+1: 2
E (eV): -185250.8606

Atoms and positions in Å:
1 Cu 0.197 -0.260 0.619
2 S 0.342 -0.539 2.829
3 C -0.764 -1.881 3.133
4 C -0.962 -2.330 4.442
5 C -1.853 -3.352 4.724
6 C -2.558 -3.955 3.686
7 C -2.354 -3.529 2.384
8 C -1.452 -2.502 2.088
9 S -1.181 -2.037 0.408
10 H -0.405 -1.855 5.242
11 H -1.996 -3.678 5.746
12 H -3.258 -4.756 3.891
13 H -2.888 -3.998 1.564
14 C 1.088 3.397 3.230
15 O 0.963 3.553 1.819
16 C 1.008 4.791 1.298
17 C 1.100 5.968 2.035
18 C 1.040 7.202 1.400
19 C 0.885 7.281 0.024
20 C 0.824 6.108 -0.713
21 C 0.911 4.875 -0.092
22 N 0.783 3.694 -0.876
23 C 1.399 2.526 -0.758
24 C 2.629 2.256 -0.175
25 C 3.615 3.260 0.086
26 C 4.881 2.911 0.415
27 C 5.223 1.522 0.499
28 C 4.315 0.540 0.282
29 C 2.939 0.862 0.008
30 O 2.067 -0.047 -0.033
31 H 1.016 2.331 3.420
32 H 0.273 3.909 3.746
33 H 2.050 3.782 3.573
34 H 1.199 5.918 3.109
35 H 1.106 8.105 1.994
36 H 0.825 8.239 -0.473
37 H 0.732 6.141 -1.793
38 H 0.012 3.710 -1.527
39 H 0.886 1.707 -1.257
40 H 3.356 4.304 -0.046
41 H 5.637 3.666 0.576
42 H 6.242 1.249 0.748
43 H 4.569 -0.508 0.373
44 C 0.274 -3.045 -5.885
45 C 1.627 -3.313 -5.215
46 C 1.978 -2.370 -4.063
47 C 1.218 -2.600 -2.766
48 N -0.238 -2.524 -2.891
49 C -0.945 -1.373 -2.935
50 Se -0.231 0.320 -3.051
51 N -2.260 -1.717 -2.896
52 C -3.378 -0.800 -2.767
53 C -4.261 -0.779 -4.008
54 C -3.543 -0.291 -5.263
55 C -3.278 1.211 -5.245
56 C -2.385 -3.098 -2.778
57 C -3.495 -3.915 -2.638
58 C -3.263 -5.277 -2.516
59 C -1.966 -5.797 -2.539
60 C -0.860 -4.971 -2.670
61 C -1.098 -3.611 -2.775
62 H 0.233 -3.510 -6.871
63 H 0.112 -1.971 -6.013
64 H -0.563 -3.440 -5.309
65 H 2.409 -3.210 -5.971
66 H 1.674 -4.352 -4.872
67 H 1.844 -1.333 -4.381
68 H 3.035 -2.489 -3.809
69 H 1.517 -1.885 -1.999
70 H 1.431 -3.599 -2.385
71 H -2.947 0.181 -2.562
72 H -3.942 -1.117 -1.884
73 H -5.114 -0.123 -3.800
74 H -4.672 -1.777 -4.173
75 H -4.149 -0.548 -6.135
76 H -2.598 -0.832 -5.373
77 H -4.215 1.766 -5.136
78 H -2.804 1.539 -6.172
79 H -2.610 1.484 -4.425
80 H -4.498 -3.513 -2.606
81 H -4.103 -5.949 -2.398
82 H -1.819 -6.865 -2.442
83 H 0.143 -5.376 -2.669
84 N -4.283 2.402 -0.140
85 C -3.687 3.454 0.456
86 N -4.407 4.580 0.629
87 N -2.446 3.444 0.873
88 C -1.776 2.333 0.621
89 N -1.206 1.354 0.400
90 H -5.233 2.432 -0.458
91 H -3.757 1.551 -0.265
92 H -5.388 4.620 0.434
93 H -3.974 5.326 1.142